[1]
The following is a DFT calculation (wB97M-V/def2-TZVPD) of a molecular structure, C11H10ClMnNO2S.

Positions of all 27 atoms, in Å:
Cl  -1.7591  -1.6548  0.0580
C  1.4694  -1.9188  -1.5369
C  2.1885  -0.7002  -1.2488
C  1.3544  0.4075  -1.6346
H  3.2517  -0.6482  -1.0083
C  0.0853  -0.1243  -2.0560
C  0.1761  -1.5645  -1.9904
H  -0.6163  -2.2449  -2.3031
H  1.8668  -2.9310  -1.4197
H  1.6555  1.4537  -1.7587
C  -1.0594  0.6657  -2.5740
Mn  0.3856  -0.4603  0.4173
C  1.9899  0.0682  1.1672
C  0.2832  -1.8592  1.5827
O  2.8136  0.5343  1.8532
O  0.2647  -2.5840  2.5040
H  -1.0870  1.6630  -2.1119
H  -2.0040  0.1496  -2.3578
H  -0.9771  0.7981  -3.6636
S  -2.5874  2.3033  2.0370
C  -1.4971  1.7723  3.3197
C  -0.5242  0.9414  2.8374
N  -0.6191  0.7918  1.4328
C  -1.6855  1.4256  0.8797
H  -1.6200  2.0546  4.3512
H  0.2543  0.4031  3.3789
H  -2.0029  1.2582  -0.1552

Properties
spin multiplicity = 4
HOMO energy (alpha / beta) = -16.74 / -17.14 eV
charge = +2
expectation value of S² = 4.026
orbital gap (alpha / beta) = 6.44 / 6.56 eV
electronic energy = -2639.04050 Eh
LUMO (alpha / beta) = -10.3 / -10.6 eV

=====

[2]
The following is a DFT calculation (wB97M-V/def2-TZVPD) of a molecular structure, C9H18NO8S.

Positions of all 37 atoms, in Å:
O  4.2207  1.4163  -2.7716
C  4.0550  2.6404  -2.7255
O  4.8883  3.4644  -2.1758
C  2.7661  3.2956  -3.4081
C  2.0806  4.0380  -2.1837
O  1.2313  2.9818  -1.6485
S  0.4588  2.4995  -3.0369
O  -0.3163  3.5181  -3.7237
O  -0.3181  1.3605  -2.6026
O  1.8367  2.2504  -3.8806
H  2.9959  3.9406  -4.2924
H  2.7311  4.3689  -1.3460
H  1.5489  4.9385  -2.5929
C  0.9740  -1.2734  3.3051
O  0.0207  -0.3707  2.7751
C  0.2570  -0.0356  1.4039
C  -0.8178  -0.6338  0.5073
N  -0.6890  -2.0882  0.4202
C  -1.8353  -2.7484  -0.2022
C  -3.1911  -2.6399  0.5047
O  -3.2572  -3.3252  1.7490
C  -2.7605  -2.5936  2.8573
H  0.8141  -1.3364  4.3830
H  0.8453  -2.2742  2.8832
H  1.9940  -0.9227  3.1258
H  1.2600  -0.3241  1.0764
H  0.1909  1.0537  1.3362
H  -0.7287  -0.2042  -0.4945
H  -1.7918  -0.3446  0.9210
H  -0.5776  -2.4670  1.3528
H  -1.5811  -3.8106  -0.2723
H  -1.9378  -2.3810  -1.2286
H  -3.9281  -3.1301  -0.1392
H  -3.5298  -1.6037  0.6119
H  -2.9227  -1.5181  2.7531
H  -1.6998  -2.8049  3.0077
H  -3.2865  -2.9362  3.7509

Properties
HOMO energy = -4.85 eV
charge = -1
orbital gap = 7.50 eV
electronic energy = -1408.57696 Eh
LUMO = 2.7 eV

=====

[3]
The following is a DFT calculation (wB97M-V/def2-TZVPD) of a single C2H2N2O molecule.

Positions of all 7 atoms, in Å:
C  0.7407  -0.8305  1.0239
C  -0.3906  0.6049  -0.6730
N  1.5706  -1.3364  1.6509
N  -0.3457  -0.1152  0.5976
O  -0.9968  -0.5793  -0.6288
H  -1.1712  1.3910  -0.6539
H  0.5930  0.8656  -1.3167

Properties
SMILES string = N#CN1CO1
HOMO energy = -10.90 eV
orbital gap = 11.58 eV
electronic energy = -262.01439 Eh
LUMO = 0.7 eV
ΔE to the lowest compared entry with this formula, charge and spin = 93.83 kcal per mole